{"formula": "C5H10N2", "method": "ωB97M-V/def2-TZVPD", "species": ["N", "N", "C", "C", "C", "C", "C", "H", "H", "H", "H", "H", "H", "H", "H", "H", "H"], "coordinates": [[-2.820, -0.417, -0.258], [1.581, -0.427, -0.989], [-0.488, 0.480, -0.124], [1.127, -0.930, 1.323], [-1.585, -0.350, 0.030], [0.609, -0.454, -0.021], [-0.467, 1.911, -0.562], [0.326, -0.975, 2.058], [1.883, -0.221, 1.681], [-3.329, -1.095, 0.306], [-0.206, 2.023, -1.620], [1.352, -0.079, -1.907], [0.256, 2.493, 0.019], [2.416, -0.985, -0.893], [-0.787, -1.406, 0.141], [1.591, -1.917, 1.251], [-1.458, 2.351, -0.436]], "atomic_forces_ev_per_a": [[-0.1, 0.6, 0.3], [-0.4, 0.0, 0.5], [-0.2, -0.3, -0.3], [-0.3, -0.6, -0.2], [1.2, -1.6, 0.2], [1.1, 1.6, -0.6], [0.3, 0.0, -0.1], [0.0, 0.0, -0.1], [-0.1, 0.0, -0.2], [0.3, -0.2, -0.3], [0.0, 0.0, 0.0], [0.0, -0.1, 0.1], [-0.1, 0.0, -0.1], [-0.1, 0.2, 0.0], [-1.6, 0.5, 0.7], [0.0, 0.0, 0.0], [0.1, -0.1, 0.0]], "spin_multiplicity": 1, "e_homo_ha": -0.274, "homo_lumo_gap_ev": 8.175, "relative_energy_kcal_mol": 75.8}

{"formula": "C24H28As2O2PS3SbTi", "method": "ωB97M-V/def2-TZVPD", "species": ["Sb", "As", "As", "Ti", "S", "S", "S", "P", "O", "O", "C", "C", "C", "C", "C", "C", "C", "C", "C", "C", "C", "C", "C", "C", "C", "C", "C", "C", "C", "C", "C", "C", "C", "C", "H", "H", "H", "H", "H", "H", "H", "H", "H", "H", "H", "H", "H", "H", "H", "H", "H", "H", "H", "H", "H", "H", "H", "H", "H", "H", "H", "H"], "coordinates": [[0.041, -2.914, 2.239], [-1.549, -1.404, -1.416], [-1.735, 1.575, -0.041], [0.411, -0.818, 0.138], [0.472, -3.312, -0.083], [-1.128, -0.797, 2.036], [2.070, -2.725, 3.282], [0.931, 1.049, -1.796], [1.310, 0.477, 1.032], [2.528, 2.216, 1.663], [-3.420, 2.262, -2.375], [1.653, 1.775, -3.342], [-2.986, -2.178, -0.319], [-1.538, 3.564, -0.086], [-3.387, -0.277, -3.447], [3.347, -2.264, -1.074], [3.000, -3.081, -2.131], [-1.642, -2.850, -2.766], [1.956, 1.551, 0.820], [-2.639, -0.014, -2.300], [2.018, -2.666, -3.039], [-4.143, 0.713, -4.053], [1.399, -1.448, -2.878], [-2.651, 1.279, -1.762], [2.512, 2.818, -5.778], [3.181, 1.749, -5.203], [1.402, 3.359, -5.143], [2.738, -1.023, -0.891], [-4.160, 1.989, -3.515], [-3.466, 1.590, 0.937], [2.759, 1.228, -3.996], [0.966, 2.827, -3.946], [2.025, 2.017, -0.658], [1.753, -0.586, -1.817], [-1.358, -2.507, -3.762], [3.067, 1.964, -1.004], [-3.104, -1.609, 0.606], [0.687, -1.076, -3.620], [-4.757, 2.767, -3.974], [0.886, 4.194, -5.598], [-3.388, -1.278, -3.864], [0.092, 3.231, -3.446], [-2.498, 4.081, -0.013], [-3.301, 1.876, 1.976], [-3.932, -2.202, -0.872], [-0.934, -3.619, -2.448], [-4.727, 0.487, -4.937], [1.768, -3.307, -3.877], [-3.883, 0.582, 0.922], [-2.680, -3.201, -0.064], [-1.012, 3.878, -0.990], [-0.932, 3.848, 0.778], [2.850, 3.222, -6.721], [1.719, 3.071, -0.700], [4.042, 1.330, -5.709], [-4.180, 2.276, 0.475], [3.164, -0.351, -0.150], [4.125, -2.580, -0.390], [-2.646, -3.284, -2.795], [3.289, 0.402, -3.539], [3.492, -4.035, -2.259], [-3.456, 3.258, -1.947]], "atomic_forces_ev_per_a": [[-0.8, -1.6, 2.0], [-1.8, -0.9, -0.5], [-0.9, 0.6, 0.1], [-2.3, -3.2, 1.2], [0.0, 1.3, -0.6], [0.5, 0.0, -0.5], [0.3, 0.4, -0.2], [1.2, 1.0, -0.9], [0.9, 0.8, 0.7], [-0.2, -0.2, -0.2], [0.1, 0.1, 0.1], [-0.5, -0.4, -0.4], [-0.2, -0.1, 0.1], [0.2, -0.3, 0.0], [0.1, -0.2, 0.1], [0.3, -0.3, -0.2], [-0.1, 0.3, 0.1], [0.4, 0.1, -0.1], [1.2, 2.0, -0.2], [0.2, 0.2, -0.1], [0.2, 0.0, 0.0], [0.0, 0.0, 0.0], [0.0, 0.3, 0.0], [0.0, -0.1, -0.1], [-0.1, 0.0, 0.0], [0.2, 0.1, -0.2], [0.2, 0.2, -0.3], [0.1, 0.6, -0.9], [0.0, 0.1, 0.0], [0.2, -0.1, 0.2], [-0.1, 0.1, 0.4], [0.0, -0.1, 0.4], [-0.1, -0.2, 0.4], [0.9, -0.2, 0.1], [0.0, 0.0, 0.0], [-0.2, 0.0, 0.1], [0.1, -0.2, -0.2], [0.1, -0.2, 0.2], [0.0, 0.0, 0.0], [-0.1, 0.0, 0.0], [0.0, 0.1, 0.0], [-0.1, 0.0, -0.1], [0.0, -0.1, -0.1], [0.0, 0.0, 0.0], [0.2, 0.0, -0.1], [-0.1, 0.1, 0.0], [0.0, 0.0, 0.0], [-0.1, 0.1, 0.0], [0.1, 0.0, 0.0], [0.0, 0.3, 0.0], [0.0, 0.0, 0.0], [0.0, -0.1, -0.1], [0.0, 0.0, -0.1], [0.1, -0.2, 0.0], [0.0, -0.1, 0.0], [0.2, 0.0, -0.1], [-0.3, -0.3, -0.1], [-0.1, 0.0, 0.1], [0.1, 0.2, 0.1], [0.0, 0.0, -0.1], [0.0, 0.0, 0.0], [0.0, 0.0, 0.0]], "total_charge": -1, "spin_multiplicity": 2, "e_homo_ha": [-0.114, -0.115], "homo_lumo_gap_ev": [5.267, 5.306], "s_squared": 0.761, "relative_energy_kcal_mol": 48.8}

{"formula": "C3H7NO2", "method": "ωB97M-V/def2-TZVPD", "species": ["O", "O", "N", "C", "C", "C", "H", "H", "H", "H", "H", "H", "H"], "coordinates": [[0.878, -0.375, -0.314], [0.141, 1.008, 1.340], [-2.149, -0.608, -0.833], [-0.079, 0.110, 0.439], [-1.482, -0.126, 0.335], [2.181, 0.209, -0.163], [-1.077, 1.088, 1.171], [2.098, 1.294, -0.069], [2.663, -0.197, 0.729], [2.740, -0.069, -1.056], [-1.864, -0.556, 1.266], [-1.902, -1.567, -1.056], [-1.958, -0.030, -1.643]], "atomic_forces_ev_per_a": [[-0.3, 0.0, 0.1], [0.0, -0.1, -0.1], [0.2, -0.1, -0.2], [-0.1, 0.0, 0.0], [0.0, -0.1, 0.1], [0.2, 0.1, 0.0], [0.1, 0.1, 0.1], [0.0, -0.1, 0.0], [-0.1, 0.1, -0.1], [-0.1, 0.0, 0.1], [0.1, 0.1, -0.1], [-0.1, 0.1, 0.0], [-0.1, -0.1, 0.1]], "spin_multiplicity": 1, "e_homo_ha": -0.299, "homo_lumo_gap_ev": 8.931, "relative_energy_kcal_mol": 93.5}

{"formula": "C6H15N", "method": "ωB97M-V/def2-TZVPD", "species": ["N", "C", "C", "C", "C", "C", "C", "H", "H", "H", "H", "H", "H", "H", "H", "H", "H", "H", "H", "H", "H", "H"], "coordinates": [[-0.574, -0.065, -0.225], [-1.479, -1.052, -2.456], [-0.935, 1.267, -0.708], [0.775, -0.007, 0.389], [1.885, 0.201, 2.617], [-0.515, -1.126, -1.275], [0.710, 0.732, 1.750], [2.780, 0.136, 1.997], [0.714, 1.795, 1.540], [-2.389, -1.638, -2.295], [-0.178, 0.351, 2.254], [-1.063, 1.860, 0.208], [1.589, -0.701, 3.130], [-1.120, -1.379, -3.429], [-0.766, -2.035, -0.703], [1.065, -1.033, 0.576], [0.500, -1.309, -1.614], [-0.198, 1.760, -1.350], [-1.858, -0.036, -2.524], [-1.962, 1.342, -1.063], [2.148, 0.914, 3.409], [1.476, 0.556, -0.242]], "atomic_forces_ev_per_a": [[0.7, 0.1, -1.5], [-1.0, 0.5, 0.4], [-0.6, 0.2, 1.7], [-1.7, 0.8, 1.0], [-0.1, 1.9, -0.1], [-0.5, -1.2, 0.7], [0.8, -1.9, -0.2], [0.1, -0.5, 0.1], [-0.1, 0.2, 0.6], [0.1, -0.1, 0.3], [-0.4, 0.7, -0.1], [0.5, 0.2, -0.2], [0.2, -0.5, -0.3], [0.5, 0.1, 0.1], [0.2, 0.1, -0.3], [0.4, -0.2, -0.2], [0.4, 0.4, -0.3], [-0.1, -0.1, -0.3], [0.1, 0.1, -0.5], [0.2, -0.4, -0.7], [-0.1, 0.0, -0.1], [0.2, -0.5, -0.3]], "spin_multiplicity": 1, "e_homo_ha": -0.313, "homo_lumo_gap_ev": 9.665, "relative_energy_kcal_mol": 33.9}

{"formula": "C5H5Cl2N", "method": "ωB97M-V/def2-TZVPD", "species": ["Cl", "Cl", "N", "C", "C", "C", "C", "C", "H", "H", "H", "H", "H"], "coordinates": [[2.668, 0.983, -2.355], [1.407, 3.404, -1.570], [-1.532, 1.812, -1.556], [1.896, 1.876, -1.145], [-1.070, -0.415, -0.349], [-0.143, -1.523, 1.636], [-1.311, 0.836, -0.977], [-0.296, -0.350, 0.698], [0.725, -2.139, 1.453], [-1.614, -1.315, -0.815], [-0.205, -1.268, 2.585], [0.348, 0.462, 0.916], [-0.874, -2.363, 1.480]], "atomic_forces_ev_per_a": [[0.1, 0.2, -0.5], [0.1, 0.5, -0.6], [0.1, -0.4, 0.5], [-0.1, -0.7, 1.2], [-1.7, -0.3, -1.9], [-0.6, -2.7, -4.8], [-0.2, 0.8, -1.7], [0.7, -2.9, 1.9], [1.0, 0.5, 0.1], [0.8, 1.4, 1.3], [0.0, 1.4, 4.5], [0.0, 1.2, 0.1], [-0.1, 1.2, -0.1]], "spin_multiplicity": 1, "e_homo_ha": -0.340, "homo_lumo_gap_ev": 8.436, "relative_energy_kcal_mol": 105.2}

| no. | electronic energy (eV) |
| --- | --- |
| 1 | -8324.048 |
| 2 | -222565.941 |
| 3 | -8806.473 |
| 4 | -7954.294 |
| 5 | -31796.534 |